(1)
The following is a DFT calculation (the ωB97M-V functional and the def2-TZVPD basis) of a molecular structure, C28H50CrP2Si.

Geometry as XYZ:
```
82
Properties=species:S:1:pos:R:3:forces:R:3
Cr 0.46082 -1.16777 1.64028 -0.70 0.12 -0.96
C -1.52335 -1.34401 2.55717 0.06 -0.76 0.27
C -1.23675 -2.55316 1.84288 0.55 0.17 0.62
C 0.43024 -2.25339 3.42523 -1.29 0.13 -0.24
C -0.52469 -1.17309 3.55539 -0.06 -0.77 -0.33
C -0.01670 -3.11405 2.35285 -0.50 0.66 0.22
C -2.76717 -0.52476 2.42101 -0.43 0.65 -0.13
H -3.13120 -0.45914 1.37832 0.23 -0.14 0.51
H -2.60584 0.51649 2.75290 -0.01 -0.44 -0.15
H -3.59436 -0.92677 3.03825 0.39 0.06 -0.27
C -0.50473 -0.06497 4.53885 0.18 0.60 0.25
H -1.49843 0.38300 4.63848 0.12 -0.20 0.19
H 0.16640 0.73257 4.19690 -0.15 -0.21 0.22
H -0.14780 -0.40078 5.51698 -0.17 0.01 -0.06
C 1.65242 -2.42487 4.24731 1.01 0.08 0.06
H 1.50139 -2.19022 5.31832 -0.07 -0.23 -0.53
H 2.44755 -1.74066 3.88565 -0.26 -0.33 0.28
H 2.03162 -3.45382 4.13629 -0.09 0.36 0.25
C 0.62232 -4.35793 1.85092 0.30 -0.49 0.01
H 0.51920 -5.16506 2.58746 0.08 -0.02 -0.19
H 1.69447 -4.21209 1.65243 -0.27 -0.13 0.11
H 0.15801 -4.68954 0.91129 0.12 0.07 0.29
C -2.11968 -3.22738 0.85469 -0.39 -0.54 -0.74
H -2.23194 -4.28488 1.13186 0.00 0.20 -0.07
H -1.74094 -3.22533 -0.18367 -0.06 0.07 0.36
H -3.14022 -2.81951 0.82353 0.34 0.08 0.11
C -2.20482 2.18694 -0.86846 -0.53 -0.34 0.80
C -3.31062 1.39650 -0.86143 0.69 0.37 0.36
C -3.49196 -0.01117 -1.41756 -0.43 0.27 -0.39
C -2.50274 -0.33229 -2.55190 -1.15 0.07 0.08
C -1.34363 -1.12053 -2.14636 1.11 0.16 1.75
C -0.39736 -0.66216 -1.27372 -0.66 -1.21 -0.02
C 0.00126 0.70416 -0.77746 -0.60 0.19 0.39
C -0.75655 1.95257 -1.26199 0.84 0.41 0.18
H -4.50521 -0.10592 -1.84737 0.25 0.29 0.28
H -2.06753 0.68671 -2.85921 -0.76 -0.31 0.01
H -3.45416 -0.80084 -0.64216 0.20 0.50 -0.22
H -0.53480 2.18029 -2.31749 -0.24 -0.31 0.24
H -2.22497 3.15163 -0.32847 -0.76 -0.55 -0.45
H -4.21128 1.78595 -0.35840 0.56 -0.06 -0.28
H -0.18288 2.76731 -0.78605 -0.33 -0.17 -0.05
H -0.04563 0.73909 0.34811 -0.11 -0.15 -0.74
H 0.19092 -1.46429 -0.77512 0.12 0.27 -0.76
H 1.09034 0.89319 -0.94543 -0.66 -0.47 -0.12
H -3.05326 -0.77663 -3.40626 0.50 0.34 0.37
H -1.34568 -2.14923 -2.50313 0.13 -0.02 0.70
P -1.09081 1.09935 -4.30061 0.85 0.37 -0.88
C -1.34659 2.85160 -4.50563 -0.11 0.72 -0.23
C -2.04108 0.37242 -5.64213 -0.20 -0.22 -0.15
P 1.20214 -0.88119 -3.66629 1.25 -0.27 -0.93
C 0.66720 0.70906 -4.47222 -0.31 0.46 -0.15
C 0.34164 -2.04630 -4.83176 0.10 -0.02 0.21
C 2.88912 -0.82669 -4.41246 0.01 0.09 -0.23
H -0.49663 3.42825 -4.12254 -0.25 -0.14 -0.06
H -2.26602 3.17085 -3.99718 0.20 -0.04 -0.12
H -1.44915 3.02764 -5.58334 0.00 0.21 0.20
H -1.83056 1.00447 -6.50560 -0.09 -0.16 -0.20
H -3.11408 0.42280 -5.41978 0.25 0.10 -0.03
H -1.78291 -0.66333 -5.87085 0.03 0.17 0.14
H 2.89932 -0.48492 -5.45457 0.01 -0.16 0.11
H 3.33441 -1.82496 -4.36281 0.05 0.19 0.08
H 3.49380 -0.12501 -3.82138 -0.06 -0.28 -0.10
H 1.26450 1.53831 -4.05461 -0.33 -0.25 -0.09
H 0.81693 0.69070 -5.56610 0.21 -0.11 0.23
H 0.92267 -2.97339 -4.88464 -0.15 0.11 0.10
H 0.24511 -1.65666 -5.84867 0.10 0.00 0.06
H -0.65484 -2.28019 -4.44046 0.18 -0.07 -0.20
C 4.80914 1.89899 3.57052 -0.12 0.00 -0.04
Si 3.02983 2.46089 3.78224 0.18 -0.27 -0.24
C 2.49389 2.32898 5.55623 -0.08 0.01 0.14
C 2.81314 4.19658 3.14546 -0.06 0.13 -0.05
C 1.97708 1.34355 2.76696 -0.56 -1.36 -1.28
C 1.42323 0.44071 2.10632 1.72 2.29 1.33
H 5.46035 2.50680 4.21641 -0.03 -0.24 -0.22
H 5.10463 2.03511 2.51819 0.03 -0.06 0.35
H 4.91522 0.83296 3.82880 0.04 0.39 -0.05
H 3.18634 2.89111 6.19462 -0.16 -0.12 0.00
H 1.48804 2.75060 5.67123 0.15 -0.09 0.09
H 2.47265 1.28167 5.88225 0.02 0.21 0.01
H 3.00387 4.19603 2.06041 -0.05 0.17 0.34
H 1.77055 4.50183 3.32692 0.34 0.08 -0.12
H 3.49775 4.90126 3.64534 -0.28 -0.16 -0.23
```
Forces are in eV/Å.

As for the total charge: +1. As for the HOMO energy (alpha / beta): -9.6 / -8.8 eV. As for the HOMO-LUMO gap (alpha / beta): 7.235 / 3.692 eV. The spin multiplicity is 4.

***

(2)
The following is a DFT calculation (the ωB97M-V functional and the def2-TZVPD basis) of a single C4H7NO2 molecule.

Geometry as XYZ:
```
14
Properties=species:S:1:pos:R:3:forces:R:3
H 0.96186 -0.58431 -1.28058 -0.53 -0.84 0.14
N 1.31270 0.04516 -0.58464 -0.56 -0.17 -0.67
C 0.55941 0.56547 0.30677 0.39 -0.21 -0.64
C 1.24626 1.76264 0.86207 0.10 -0.04 -0.24
O -0.63084 0.13207 0.77726 0.23 0.11 -0.11
C -0.96877 -1.17021 0.32241 -0.07 -0.14 -0.05
C -1.51559 -1.12974 -1.09173 -0.09 -0.41 -0.16
O -1.66744 -2.11887 -1.76268 0.04 0.46 0.26
H 1.07969 2.01603 1.92293 0.58 -0.42 -0.45
H 2.17030 1.33707 0.37704 0.49 1.67 1.95
H 1.05790 2.64947 0.25128 -0.43 -0.09 0.08
H -0.09368 -1.83245 0.35973 -0.19 0.09 -0.01
H -1.73551 -1.55938 0.99763 0.02 0.10 -0.09
H -1.77629 -0.11296 -1.45750 0.01 -0.12 -0.01
```
Forces are in eV/Å.

As for the HOMO energy: -10.2 eV. As for the HOMO-LUMO gap: 10.914 eV. As for the SMILES: [H]/N=C(/C)OCC=O.

***

(3)
The following is a DFT calculation (the ωB97M-V functional and the def2-TZVPD basis) of 10 unconnected molecules or ions with the total composition C34H80N2O28P6S2.

Geometry as XYZ:
```
152
Properties=species:S:1:pos:R:3:forces:R:3
C -7.16596 4.04706 0.38232 0.64 0.01 -0.17
O -7.06899 3.98725 1.81808 -1.08 0.16 -0.06
P -8.38199 3.68324 2.66978 0.55 -0.40 0.85
O -8.23475 4.03808 4.09312 -0.07 -0.07 -0.74
O -9.56449 4.38049 1.87799 0.58 0.28 -0.35
C -10.75055 4.76591 2.55878 -0.82 -0.49 1.24
O -8.63307 2.12661 2.41041 -0.47 0.39 -0.07
C -8.46015 1.15262 3.44447 0.45 -0.02 0.17
H -6.94282 5.07244 0.08509 -0.13 -0.01 -0.03
H -8.12930 3.73164 -0.01268 -0.10 0.07 0.20
H -6.39914 3.38772 -0.02418 0.00 0.02 0.05
H -11.51412 3.99287 2.43962 0.04 0.08 -0.36
H -11.14045 5.72968 2.24412 0.36 -0.03 -0.41
H -10.58647 4.82507 3.63798 0.27 0.17 -0.11
H -9.41098 0.76415 3.80555 -0.14 0.15 -0.22
H -7.92703 1.59390 4.28559 0.02 -0.07 0.00
H -7.87737 0.34315 3.00967 -0.01 -0.04 0.09
C -12.97546 7.09734 -6.60940 -0.36 -0.51 -0.56
O -12.84476 7.50983 -5.25226 0.47 0.09 0.18
P -11.38750 7.61706 -4.59982 -0.24 -0.82 0.20
O -10.62546 8.82261 -4.93917 0.01 -0.42 -0.08
O -11.68269 7.35506 -3.06640 -0.10 0.09 -0.13
C -12.28806 8.40909 -2.29831 0.07 0.43 0.23
O -10.67728 6.21923 -4.97681 -0.12 1.05 -0.04
C -11.41525 5.00102 -4.84727 0.73 -0.62 0.16
H -13.31724 7.88688 -7.27544 0.19 0.37 0.32
H -13.73214 6.31210 -6.65611 -0.01 0.02 0.19
H -12.05417 6.66283 -6.99742 0.11 0.18 0.01
H -13.19353 8.74846 -2.80009 0.03 0.17 0.14
H -11.57225 9.21752 -2.14236 -0.11 0.08 -0.35
H -12.51557 8.04736 -1.29726 -0.11 -0.39 -0.21
H -10.81713 4.29310 -4.26713 0.04 0.25 0.21
H -11.47837 4.53856 -5.83209 -0.52 0.21 -0.05
H -12.36155 5.13987 -4.33235 -0.16 0.01 -0.29
C -1.97633 12.98911 -1.39667 0.23 0.42 -0.99
O -1.97521 11.95167 -0.42379 -0.28 -0.78 0.12
P -3.26868 11.76131 0.47591 -0.31 0.15 0.12
O -3.54273 12.92712 1.33064 -0.16 -0.81 -0.08
O -4.40815 11.36248 -0.57948 0.40 0.49 -0.07
C -5.74098 11.27692 -0.04130 -0.04 0.54 0.93
O -3.07011 10.38640 1.26415 0.80 0.88 0.00
C -2.70259 9.16879 0.58562 -0.76 0.26 0.23
H -1.33382 12.70795 -2.23235 0.11 -0.34 0.22
H -1.57345 13.92180 -1.00505 -0.24 -0.04 0.35
H -2.95717 13.13265 -1.84927 -0.13 0.08 0.29
H -5.74633 11.57017 1.00990 0.28 -0.38 0.09
H -6.09497 10.25548 -0.13175 -0.21 0.10 -0.29
H -6.38614 12.05557 -0.44907 0.00 -0.38 -0.72
H -2.25631 9.37127 -0.38643 0.03 -0.07 0.04
H -3.64196 8.61798 0.48656 0.27 -0.24 -0.25
H -2.01962 8.62994 1.23803 0.05 0.04 -0.09
C -8.17451 10.41492 -3.10896 -0.39 0.27 -0.14
O -8.29337 10.09748 -1.71275 -0.14 -1.34 0.47
P -8.39131 8.59536 -1.16501 -0.34 0.99 0.55
O -7.24844 8.11712 -0.35644 -0.32 -0.07 -0.68
O -8.79460 7.73458 -2.43437 0.75 0.18 0.13
C -8.29717 6.40569 -2.63563 -1.16 -0.87 0.48
O -9.73085 8.71376 -0.30017 0.24 0.59 -0.11
C -10.11582 7.67454 0.59908 0.39 -1.30 -0.70
H -7.57177 11.31896 -3.16542 0.20 -0.17 -0.09
H -9.16635 10.63478 -3.50909 0.03 -0.10 0.04
H -7.75417 9.58491 -3.67182 0.23 0.18 0.07
H -7.65698 6.32400 -3.50625 0.11 0.26 0.09
H -9.19572 5.79766 -2.77643 0.12 0.02 -0.31
H -7.84953 5.99399 -1.72969 0.41 0.37 -0.11
H -10.58761 6.88488 0.00018 -0.24 0.08 0.09
H -10.80072 8.01307 1.36718 0.14 0.45 -0.06
H -9.24037 7.19761 1.04357 -0.01 0.33 0.29
C -4.88309 5.16102 -6.52070 -0.21 -0.62 0.12
O -5.41718 5.84781 -5.38793 -0.26 0.89 0.42
P -5.27642 7.45996 -5.30949 1.26 -0.87 0.30
O -3.91087 7.90948 -5.59705 -0.49 0.07 -0.26
O -6.39706 8.02065 -6.24004 -0.34 0.38 -0.15
C -7.77243 7.66394 -6.01811 -0.60 0.63 -0.66
O -5.77256 7.78606 -3.83961 -0.46 -0.27 -0.43
C -4.97877 7.37598 -2.72266 0.15 0.33 0.58
H -5.70537 4.60836 -6.98098 0.03 0.23 -0.20
H -4.18449 4.40648 -6.15709 0.19 0.23 -0.04
H -4.40078 5.82886 -7.23090 0.02 0.01 0.04
H -8.39653 8.06293 -6.82069 0.53 -0.01 -0.39
H -8.18656 8.21362 -5.17480 0.22 -0.68 0.51
H -7.88673 6.58405 -6.05252 -0.08 -0.04 0.59
H -5.42343 6.51703 -2.21691 -0.01 -0.09 -0.31
H -5.00915 8.19734 -2.00428 0.13 -0.03 -0.11
H -3.95143 7.17397 -3.02518 -0.05 -0.01 0.00
C -9.93430 11.84463 1.09507 0.16 -0.18 -0.41
O -8.65310 11.66038 1.71214 0.88 0.18 0.07
P -7.84562 12.83513 2.41120 -0.24 -0.31 -0.22
O -7.45069 13.94747 1.52101 -0.36 -0.19 0.32
O -8.76975 13.24987 3.63912 0.46 0.19 0.08
C -9.66553 14.33938 3.50804 -0.80 0.73 0.01
O -6.66030 12.01740 3.04846 -0.80 -0.02 -0.26
C -5.76285 12.55347 4.01920 0.70 0.51 0.12
H -10.66872 11.40919 1.76741 -0.20 0.11 -0.10
H -9.89562 11.30736 0.14898 -0.11 -0.20 0.14
H -10.16588 12.87657 0.82658 0.14 0.15 0.38
H -9.26673 15.13268 2.87460 0.10 -0.16 -0.10
H -9.89645 14.78679 4.47550 0.42 -0.30 0.18
H -10.63350 14.00968 3.12027 0.18 -0.14 -0.20
H -5.73952 11.88561 4.87653 -0.21 0.01 0.02
H -6.02856 13.56734 4.31953 -0.29 -0.11 0.10
H -4.76517 12.63080 3.58506 -0.09 -0.19 -0.20
O -13.90994 10.93120 -5.77996 0.29 0.15 0.28
S -13.38131 11.83217 -4.77762 0.32 0.73 0.29
O -13.63411 11.59545 -3.37198 -0.22 -0.15 -0.23
C -11.56855 12.09587 -4.96855 -1.07 0.23 -0.14
C -11.52379 13.40057 -5.77128 0.63 -0.41 0.04
C -12.54582 14.32651 -5.13172 -0.53 0.15 -0.23
C -13.86456 13.55884 -5.21554 0.32 -0.62 -0.12
H -11.18564 11.16938 -5.39056 0.22 0.16 -0.17
H -11.16731 12.28635 -3.97403 -0.10 -0.23 0.11
H -10.52713 13.84172 -5.73382 0.00 -0.12 -0.17
H -11.78805 13.20266 -6.81202 0.07 0.11 -0.05
H -12.63028 15.25620 -5.69545 0.04 0.07 0.10
H -12.27060 14.56550 -4.10302 -0.02 -0.06 0.01
H -14.18585 13.51494 -6.25650 -0.05 -0.09 0.01
H -14.69940 13.89586 -4.60760 0.16 -0.09 0.26
O -8.24717 9.84548 5.02078 0.11 -0.37 -0.69
S -8.15369 8.65765 4.18932 0.33 -0.63 0.10
O -9.37052 8.07994 3.62413 0.52 0.37 0.39
C -6.91946 8.76360 2.84587 0.10 0.71 0.18
C -6.08379 7.50234 2.99634 0.26 -0.45 -0.64
C -5.83256 7.30182 4.48215 -0.65 0.37 0.88
C -7.22785 7.36505 5.10578 -1.10 -0.72 -0.65
H -6.32891 9.66698 3.01152 0.02 -0.09 0.26
H -7.40055 8.91464 1.88195 -0.24 -0.33 0.09
H -6.60043 6.63625 2.56866 -0.37 0.01 0.36
H -5.17194 7.48850 2.39420 0.12 0.61 0.18
H -5.27306 8.11459 4.95323 0.45 -0.05 -0.44
H -5.37145 6.34687 4.72712 0.10 0.03 -0.09
H -7.36284 7.48928 6.17704 0.36 0.40 -0.01
H -7.75001 6.43922 4.84090 -0.07 0.04 0.01
C -3.57485 12.40039 -5.47650 0.55 0.00 -1.26
C -4.37381 11.97511 -4.41280 -0.68 1.08 1.49
C -4.87422 13.13484 -3.83759 0.02 -0.29 0.03
N -4.43246 14.19804 -4.55770 0.25 0.62 -0.13
C -3.62952 13.78261 -5.58436 0.18 -1.27 0.66
H -3.02256 11.75184 -6.14089 0.01 0.07 0.03
H -4.52470 11.02677 -3.92438 0.13 -0.31 -0.51
H -5.43886 13.31862 -2.93694 -0.09 -0.21 -0.04
H -4.55300 15.15340 -4.27320 -0.12 0.02 -0.09
H -3.02908 14.42792 -6.19878 -0.29 0.24 -0.09
C -9.56260 15.02432 -3.00669 0.87 0.16 0.05
C -10.35643 15.80236 -2.14597 -0.70 0.26 0.34
C -9.84107 15.70000 -0.87612 -0.14 -0.38 0.00
N -8.76376 14.85792 -0.92857 0.51 0.84 -0.62
C -8.50915 14.56400 -2.24117 -0.62 -1.13 0.04
H -9.71787 14.83993 -4.05682 0.17 0.18 0.00
H -11.23140 16.37675 -2.41010 0.01 -0.03 0.00
H -10.18189 16.14480 0.04348 0.06 -0.07 0.04
H -8.14425 14.61349 -0.16366 -0.07 0.07 0.25
H -7.68414 13.92305 -2.51195 -0.05 0.01 0.02
```
Forces are in eV/Å.

As for the HOMO energy: -8.1 eV. As for the HOMO-LUMO gap: 8.301 eV. As for the SMILES: COP(=O)(OC)OC.COP(=O)(OC)OC.COP(=O)(OC)OC.COP(=O)(OC)OC.COP(=O)(OC)OC.COP(=O)(OC)OC.O=S1(=O)CCCC1.O=S1(=O)CCCC1.c1cc[nH]c1.c1cc[nH]c1.

***

(4)
The following is a DFT calculation (the ωB97M-V functional and the def2-TZVPD basis) of 2 unconnected molecules or ions with the total composition CH4BrP.

Geometry as XYZ:
```
7
Properties=species:S:1:pos:R:3:forces:R:3
C 0.12219 -0.62465 0.29505 2.69 -1.86 -0.01
P 1.07985 0.62957 1.19779 -1.14 -1.32 0.36
Br 2.77383 -0.75984 1.45012 1.07 -0.78 0.81
H 0.46884 -1.33809 -0.53329 -0.34 1.43 1.41
H -0.60210 0.81580 -0.73623 -0.78 1.64 -1.23
H -0.81299 -0.77316 0.69425 -2.20 -0.61 0.55
H 1.75971 0.96560 0.10545 0.71 1.50 -1.88
```
Forces are in eV/Å.

As for the HOMO energy (alpha / beta): -7.5 / -9.9 eV. As for the HOMO-LUMO gap (alpha / beta): 8.134 / 7.358 eV. The spin multiplicity is 3.

***

(5)
The following is a DFT calculation (the ωB97M-V functional and the def2-TZVPD basis) of a molecular structure, C4H7NO2.

Geometry as XYZ:
```
14
Properties=species:S:1:pos:R:3:forces:R:3
C 1.72730 0.28767 0.57858 -0.28 2.55 -0.52
C 0.57646 0.08574 -0.57445 4.39 -2.25 -1.44
C -0.35398 -1.08364 -0.30166 0.13 -2.09 2.98
C -0.67624 0.93458 -0.43069 2.37 -2.46 -1.32
H 2.38278 1.23409 0.21303 -1.66 -2.02 1.04
H 1.18033 0.59366 1.58163 1.44 -0.85 -1.86
H 2.50897 -0.54329 0.67002 -1.65 0.82 -0.07
H 1.26242 -0.15591 -1.53234 -2.07 1.38 1.56
H 0.02556 -1.40464 0.81755 -1.76 -0.11 -2.75
H -0.65699 -1.83792 -1.06553 1.48 -0.13 0.95
H -3.20169 -0.06814 -0.02504 0.13 0.55 2.37
N -1.51574 -0.19354 -0.36777 0.13 2.85 1.24
O -2.48848 0.08383 0.67016 -1.31 -1.80 -2.84
O -0.77069 2.06750 -0.23348 -1.33 3.56 0.66
```
Forces are in eV/Å.

As for the HOMO energy: -9.8 eV. As for the HOMO-LUMO gap: 10.484 eV.

***

(6)
The following is a DFT calculation (the ωB97M-V functional and the def2-TZVPD basis) of 2 unconnected molecules or ions with the total composition C3H2ClNO3.

Geometry as XYZ:
```
10
Properties=species:S:1:pos:R:3:forces:R:3
C 1.93670 0.04077 -0.23519 -3.58 0.66 0.68
C 0.70410 0.40162 -0.01995 1.05 -1.78 0.33
C -1.55793 -1.41480 0.35342 3.12 -2.12 1.28
N -0.30258 1.23866 0.09661 -3.35 2.00 0.53
O -0.58570 1.87042 1.14612 1.19 -0.78 -0.75
O -1.22249 -2.50164 0.67864 -0.95 1.50 -0.42
O -1.12226 1.23778 -0.86423 1.42 0.72 -0.21
Cl -2.67513 -0.67249 -0.52785 -2.10 0.11 -0.80
H 2.62677 0.74026 -0.45324 2.44 2.34 -0.82
H 2.19851 -0.94058 -0.17432 0.75 -2.64 0.18
```
Forces are in eV/Å.

As for the HOMO energy (alpha / beta): -8.8 / -9.8 eV. As for the HOMO-LUMO gap (alpha / beta): 6.506 / 8.771 eV.

***

Sequential total energy output: -84711.4335, -9844.6546, -174282.7779, -80427.2698, -9842.3178, -23289.5732 eV
Sequential energy above the lowest of the compared OMol25 structures with the same formula, charge and spin output: 87.2, 253.3, 0.0, 222.9, 478.8, 634.8 kJ/mol